A structure of composition C19H23BIIrN3O4S in a non-equilibrium geometry, computed with ωB97M-V/def2-TZVPD.

Geometry as ORCA input:
```
! RIJCOSX wB97M-V def2-TZVPD def2/J DEFGRID3
* xyz 1 1
Ir -0.4084 -0.3767 -0.2732
C -2.1154 -0.2062 2.9760
C -1.4896 0.6814 1.9489
C -2.1174 0.8727 0.6886
C -1.6621 1.8907 -0.1967
C -2.5126 2.3114 -1.3508
C -0.4905 2.5785 0.1293
C 0.1873 2.3413 1.3239
C 1.4551 3.0565 1.6304
C -0.3454 1.4232 2.2402
H -2.7252 0.3955 3.6514
H -1.3575 -0.7074 3.5700
H -2.7593 -0.9495 2.5159
H -3.0895 0.4220 0.5068
H -3.3244 2.9411 -0.9799
H -2.9632 1.4568 -1.8497
H -1.9423 2.8880 -2.0731
H -0.1284 3.3409 -0.5462
H 1.2780 3.8873 2.3137
H 1.9006 3.4530 0.7224
H 2.1540 2.3774 2.1122
H 0.1393 1.2890 3.1958
B -0.7206 -4.9392 0.0865
C -0.6432 -3.4417 0.2230
N -0.6462 -2.2841 0.3667
H 0.3057 -5.4882 0.3590
H -0.9428 -5.1943 -1.0565
H -1.4730 -5.3328 0.9239
O -1.4411 -0.3985 -2.4767
C -0.2894 -0.4244 -2.9555
N 0.7438 -0.2856 -2.1377
S 2.2051 -0.4037 -2.9153
O 2.9170 -1.5368 -2.3885
O 2.8872 0.8537 -2.8308
C 1.4631 -0.7169 -4.5209
C 2.0274 -0.9957 -5.7418
C 1.1699 -1.2045 -6.8202
C -0.2070 -1.1309 -6.6646
C -0.7714 -0.8531 -5.4286
C 0.0829 -0.6543 -4.3555
H 3.0960 -1.0606 -5.8613
H 1.5831 -1.4330 -7.7905
H -0.8514 -1.3148 -7.5096
H -1.8400 -0.7950 -5.2879
N 3.9454 0.1683 -0.1663
C 2.8418 -0.4678 0.2177
O 1.7823 0.1398 0.4091
C 2.9843 -1.9240 0.5503
I 3.0602 -2.0912 2.6896
H 3.8533 1.1127 -0.5171
H 4.7585 -0.3453 -0.4678
H 3.8808 -2.3754 0.1409
H 2.1052 -2.4758 0.2347
*
```

Values from the calculation:
max |F|	0.0449	Eh/bohr
total energy	-2027.76575	Ha
energy above the lowest of the compared OMol25 structures with the same formula, charge and spin	287.1	kJ/mol
HOMO energy (spin up / spin down)	-11.668 / -11.660	eV
HOMO-LUMO gap (spin up / spin down)	5.85 / 5.95	eV

These are the Löwdin partial charges, in e, on atoms 1 to 5: Ir 1.493; C -0.014; C -0.281; C -0.136; C -0.316

=====

A cluster of 8 separate species, C51H56ClF4N8O3 in total in a non-equilibrium geometry, computed with ωB97M-V/def2-TZVPD.

Geometry as ORCA input:
```
! RIJCOSX wB97M-V def2-TZVPD def2/J DEFGRID3
* xyz 1 1
C 0.8909 -1.4221 -0.9891
C 0.8275 -1.1513 -2.4957
O 0.0912 0.0492 -2.7809
C -1.2764 -0.2378 -2.8634
C -2.0858 1.0083 -2.4919
C -2.3495 1.1326 -0.9845
C -3.4080 0.1273 -0.4943
C -4.8267 0.7099 -0.8032
C -5.7288 -0.3160 -1.4330
C -5.4556 -0.7303 -2.6840
N -6.2448 -1.6210 -3.2873
C -7.3219 -2.1651 -2.7418
C -8.0808 -3.1169 -3.6267
C -7.6607 -1.8019 -1.4591
C -8.9141 -2.4211 -0.8526
F -8.9078 -3.7708 -0.9649
F -9.0882 -2.1447 0.4413
C -10.2153 -1.9400 -1.6011
F -9.9761 -0.7062 -2.1157
F -11.2533 -1.9176 -0.7760
C -6.8494 -0.8724 -0.8289
C -7.1711 -0.4022 0.5697
O -7.1363 -1.1034 1.5357
O -7.4821 0.9499 0.6891
Cl -6.7821 1.5186 2.1239
H 1.0491 -0.5071 -0.4231
H 1.6721 -2.1609 -0.8286
H -0.0627 -1.8532 -0.6664
H 1.8541 -0.9877 -2.8228
H 0.3718 -2.0025 -3.0051
H -1.5798 -0.5397 -3.8796
H -1.5750 -1.0491 -2.1888
H -1.4539 1.8607 -2.7558
H -3.0040 1.1170 -3.0778
H -2.6921 2.1568 -0.8172
H -1.4354 1.0204 -0.4014
H -3.2839 -0.8426 -0.9739
H -3.3296 0.0621 0.5899
H -4.7123 1.5136 -1.5349
H -5.2669 1.1802 0.0665
H -4.6001 -0.3452 -3.2212
H -5.9998 -1.8956 -4.2322
H -7.4748 -3.3274 -4.5101
H -8.2876 -4.0719 -3.1595
H -8.9690 -2.6041 -3.9934
H -10.4564 -2.6392 -2.4011
N -2.4561 1.8450 2.2924
C -1.2870 2.4619 2.4664
C -1.1685 3.7732 2.8999
C -2.3273 4.4835 3.1635
C -3.5536 3.8621 2.9879
C -3.5601 2.5462 2.5541
H -0.4069 1.8681 2.2447
H -0.1948 4.2256 3.0262
H -2.2753 5.5106 3.5026
H -4.4809 4.3842 3.1827
H -4.4933 2.0102 2.4021
N 4.0992 -0.8813 -0.5931
C 4.8852 -1.1909 0.4388
C 5.5477 -0.2507 1.2126
C 5.3894 1.0885 0.8981
C 4.5784 1.4319 -0.1709
C 3.9587 0.4136 -0.8790
H 4.9841 -2.2507 0.6482
H 6.1728 -0.5596 2.0389
H 5.8923 1.8523 1.4771
H 4.4288 2.4657 -0.4511
H 3.3120 0.6388 -1.7213
N -7.6737 -0.9982 6.8664
C -6.6241 -1.7917 7.0724
C -5.8912 -2.3801 6.0521
C -6.2730 -2.1332 4.7437
C -7.3633 -1.3119 4.5075
C -8.0239 -0.7715 5.6016
H -6.3634 -1.9598 8.1115
H -5.0454 -3.0146 6.2790
H -5.7278 -2.5749 3.9180
H -7.6904 -1.0919 3.5054
H -8.8807 -0.1194 5.4660
N 0.5324 -4.5249 -4.4533
C 1.6099 -5.2882 -4.2717
C 2.4030 -5.7607 -5.3060
C 2.0576 -5.4255 -6.6042
C 0.9405 -4.6340 -6.8150
C 0.2184 -4.2118 -5.7104
H 1.8422 -5.5286 -3.2401
H 3.2679 -6.3751 -5.0977
H 2.6503 -5.7752 -7.4397
H 0.6363 -4.3493 -7.8129
H -0.6609 -3.5867 -5.8295
N 0.8335 6.2314 0.6597
C 2.0046 6.8431 0.8323
C 2.1322 8.1550 1.2636
C 0.9787 8.8743 1.5279
C -0.2491 8.2566 1.3530
C -0.2648 6.9398 0.9203
H 2.8809 6.2438 0.6110
H 3.1100 8.5994 1.3883
H 1.0354 9.9013 1.8655
H -1.1736 8.7830 1.5477
H -1.2017 6.4123 0.7719
N 9.0896 0.2620 0.1497
C 10.4037 0.2901 -0.0747
C 10.9809 -0.0167 -1.2981
C 10.1488 -0.3757 -2.3463
C 8.7804 -0.4118 -2.1316
C 8.3059 -0.0840 -0.8707
H 11.0145 0.5741 0.7758
H 12.0541 0.0249 -1.4240
H 10.5609 -0.6233 -3.3166
H 8.0956 -0.6871 -2.9222
H 7.2445 -0.0929 -0.6548
N 11.3832 0.3008 3.4293
C 12.5933 0.2333 3.9833
C 13.1661 -0.9431 4.4421
C 12.4400 -2.1165 4.3220
C 11.1791 -2.0669 3.7503
C 10.6998 -0.8386 3.3210
H 13.1244 1.1760 4.0596
H 14.1542 -0.9383 4.8814
H 12.8511 -3.0563 4.6687
H 10.5797 -2.9601 3.6383
H 9.7199 -0.7505 2.8628
*
```

Values from the calculation:
max |F|	0.0341	Eh/bohr
total energy	-3500.04238	Ha
HOMO energy	-10.511	eV
HOMO-LUMO gap	5.80	eV

These are the Löwdin partial charges, in e, on atoms 1 to 5: C -0.080; C -0.245; O -0.137; C -0.264; C -0.166

=====

An isolated molecule of C4H6N2OS in a non-equilibrium geometry, computed with ωB97M-V/def2-TZVPD.

Geometry as ORCA input:
```
! RIJCOSX wB97M-V def2-TZVPD def2/J DEFGRID3
* xyz 0 1
C -0.6397 1.0777 -0.3221
C -0.8405 -0.4713 -0.7133
C 0.5499 -1.1076 -0.8420
C 1.8762 -1.1477 -0.7827
H 0.1765 0.0329 1.8479
H 1.5092 -0.2820 0.5656
H 0.6820 2.3642 0.5592
H -1.5056 -0.6429 -1.5541
H -3.1628 -0.7876 0.2716
H 2.7635 -1.6924 -0.7150
N 1.1489 0.4473 1.4167
N 0.3552 1.3904 0.5275
O -1.2286 1.9603 -0.8383
S -1.6843 -1.1412 0.5790
*
```

Values from the calculation:
max |F|	0.1894	Eh/bohr
total energy	-738.73768	Ha
energy above the lowest of the compared OMol25 structures with the same formula, charge and spin	701.0	kJ/mol
HOMO energy	-8.985	eV
HOMO-LUMO gap	8.91	eV
SMILES	C#C[C@@H](S)C(=O)NN

These are the natural (NBO) partial charges, in e, on atoms 1 to 5: C 0.668; C -0.590; C 0.088; C -0.279; H 0.354

=====

A cluster of 8 separate species, C16H48O8 in total in a non-equilibrium geometry, computed with ωB97M-V/def2-TZVPD.

Geometry as ORCA input:
```
! RIJCOSX wB97M-V def2-TZVPD def2/J DEFGRID3
* xyz 0 1
C -14.7189 23.7495 -7.4214
C -14.7691 24.7250 -8.5958
O -15.4533 25.8896 -8.2429
H -14.2384 24.2567 -6.5848
H -14.0654 22.9057 -7.6430
H -15.7200 23.4095 -7.1564
H -15.3090 24.2265 -9.4009
H -13.7723 24.9705 -8.9620
H -15.4091 26.4710 -9.0055
C -19.8427 24.1520 -7.0692
C -18.6613 24.8867 -7.7225
O -17.7389 25.2844 -6.7124
H -20.4386 23.6179 -7.8093
H -20.5389 24.7915 -6.5265
H -19.4657 23.4396 -6.3354
H -18.9707 25.7704 -8.2806
H -18.1749 24.1753 -8.3899
H -16.9579 25.5326 -7.2124
C -12.4743 27.8053 -9.9018
C -12.3535 29.2540 -10.3380
O -13.6444 29.8272 -10.4848
H -11.4862 27.3451 -9.9101
H -13.2021 27.2677 -10.5095
H -12.8297 27.7869 -8.8715
H -11.8593 29.3886 -11.3002
H -11.8384 29.8043 -9.5506
H -13.4476 30.6898 -10.8571
C -13.2043 22.0337 -2.3501
C -13.2405 23.5072 -2.7680
O -11.9879 24.1200 -2.5450
H -14.0934 21.4719 -2.6365
H -13.0772 21.9171 -1.2739
H -12.3199 21.5108 -2.7140
H -14.0341 23.9830 -2.1920
H -13.5124 23.6223 -3.8173
H -11.8313 24.7645 -3.2390
C -16.8610 26.6035 -11.4329
C -16.1104 27.9533 -11.2620
O -15.7158 28.1359 -9.8840
H -16.2222 25.7292 -11.3076
H -17.2697 26.5858 -12.4432
H -17.7193 26.5308 -10.7650
H -16.7946 28.7756 -11.4714
H -15.2423 28.0476 -11.9144
H -15.0199 28.7907 -9.9769
C -11.1057 22.8750 -5.8572
C -10.2581 21.9474 -4.9316
O -9.2225 21.4160 -5.7738
H -10.5484 23.6333 -6.4074
H -11.8084 23.4077 -5.2164
H -11.6106 22.3504 -6.6684
H -10.9061 21.1927 -4.4859
H -9.8097 22.4381 -4.0678
H -8.7052 20.8104 -5.2378
C -16.7065 22.3459 -4.3996
C -17.5552 21.7321 -3.2748
O -17.3521 20.3687 -3.3528
H -16.7483 23.4338 -4.4510
H -17.1195 22.0596 -5.3668
H -15.6383 22.1309 -4.4275
H -18.6306 21.9055 -3.3138
H -17.2798 22.1249 -2.2961
H -18.2430 20.0112 -3.3602
C -12.8530 24.2476 -11.6760
C -12.1301 23.8764 -12.9673
O -13.1086 23.4414 -13.8859
H -13.4313 23.4385 -11.2299
H -13.5470 25.0686 -11.8559
H -12.1477 24.6169 -10.9316
H -11.5057 22.9940 -12.8266
H -11.5377 24.6525 -13.4518
H -12.8503 22.5977 -14.2640
*
```

Values from the calculation:
max |F|	0.0375	Eh/bohr
total energy	-1240.21059	Ha
energy above the lowest of the compared OMol25 structures with the same formula, charge and spin	255.9	kJ/mol
HOMO energy	-9.510	eV
HOMO-LUMO gap	9.91	eV
SMILES	CCO.CCO.CCO.CCO.CCO.CCO.CCO.CCO

These are the Löwdin partial charges, in e, on atoms 1 to 5: C -0.061; C -0.325; O -0.083; H 0.073; H 0.071

=====

Question: Look up the max |F| of the first one.
Answer: 0.0449 Eh/bohr

=====

Question: Which of these has the highest max |F|?
Answer: C4H6N2OS

=====

Question: Which value of total energy does entry 1 give?
Answer: -2027.76575 Ha

=====

Question: What is the formula in the third record?
Answer: C4H6N2OS